{
  "formula": "C21H32N4O3",
  "method": "the ωB97M-V functional and the def2-TZVPD basis",
  "total_energy_ev": -34398.860,
  "max_force_ev_per_a": 0.18,
  "homo_energy_ev": -9.2532,
  "homo_lumo_gap_ev": 9.93,
  "smiles": "CCCCC/C=C/CC(=O)N1CC[C@@H]2C[C@]2(C(=O)NCc2nc(C)no2)CC1",
  "spin_multiplicity": 1,
  "de_lowest_kj_mol": 308.96,
  "elements": ["C", "C", "C", "C", "C", "C", "C", "C", "C", "O", "N", "C", "C", "C", "C", "C", "C", "O", "N", "C", "C", "N", "C", "C", "N", "O", "C", "C", "H", "H", "H", "H", "H", "H", "H", "H", "H", "H", "H", "H", "H", "H", "H", "H", "H", "H", "H", "H", "H", "H", "H", "H", "H", "H", "H", "H", "H", "H", "H", "H"],
  "xyz": [[-6.1791, 1.2822, -1.3231], [-4.6971, 1.6335, -1.3050], [-3.8771, 0.6831, -0.4426], [-2.3938, 1.0274, -0.4092], [-1.5697, 0.0213, 0.3950], [-0.1037, 0.3224, 0.3424], [0.6197, 0.7692, 1.3599], [2.0675, 1.1396, 1.2480], [2.8714, 0.6957, 2.4672], [2.3165, 0.5162, 3.5378], [4.2228, 0.5724, 2.3282], [5.0292, 0.2979, 3.5166], [6.1851, -0.6499, 3.2100], [5.6910, -1.9083, 2.5532], [6.4473, -2.6054, 1.4827], [5.2035, -1.8211, 1.1127], [4.0008, -2.6896, 0.8867], [3.9284, -3.8225, 1.3349], [2.9597, -2.1486, 0.2012], [1.7875, -2.9469, -0.0717], [1.0036, -2.3755, -1.2000], [-0.2357, -2.5850, -1.4889], [-0.4181, -1.7869, -2.5971], [-1.7188, -1.6622, -3.3010], [0.6407, -1.1306, -2.9633], [1.6094, -1.5295, -2.0341], [5.3684, -0.5129, 0.3490], [4.9532, 0.7884, 1.0960], [-6.7485, 1.9712, -1.9477], [-6.3364, 0.2731, -1.7100], [-6.6007, 1.3178, -0.3166], [-4.3020, 1.6222, -2.3259], [-4.5640, 2.6561, -0.9390], [-4.2743, 0.6845, 0.5786], [-4.0033, -0.3421, -0.8108], [-2.0086, 1.0725, -1.4357], [-2.2527, 2.0278, 0.0107], [-1.9048, 0.0244, 1.4360], [-1.7534, -0.9853, 0.0054], [0.3658, 0.2410, -0.6384], [0.1788, 0.8777, 2.3447], [2.4761, 0.7627, 0.3107], [2.1716, 2.2316, 1.2057], [5.4148, 1.2399, 3.9228], [4.3634, -0.1336, 4.2602], [6.9300, -0.1621, 2.5757], [6.6943, -0.8892, 4.1460], [5.0762, -2.5471, 3.1765], [7.3872, -2.1744, 1.1613], [6.3711, -3.6815, 1.4334], [3.0362, -1.2417, -0.2197], [2.0976, -3.9657, -0.3154], [1.1266, -3.0143, 0.7945], [-1.6398, -0.9420, -4.1115], [-2.0209, -2.6290, -3.7022], [-2.4852, -1.3360, -2.5973], [6.4150, -0.4110, 0.0587], [4.8363, -0.5824, -0.6033], [4.3826, 1.4365, 0.4364], [5.8509, 1.3552, 1.3507]],
  "mulliken_charge": [-1.26, -0.36, -0.62, -0.69, -1.34, -0.20, -0.64, -0.24, 0.80, -0.70, 0.26, -0.88, -1.00, -0.14, -0.97, 1.91, -0.23, -0.73, 0.11, -0.66, 0.67, -0.59, 0.94, -0.99, -0.71, -0.11, -1.65, -1.21, 0.38, 0.31, 0.31, 0.31, 0.30, 0.39, 0.29, 0.33, 0.45, 0.46, 0.38, 0.30, 0.37, 0.28, 0.42, 0.27, 0.45, 0.35, 0.42, 0.44, 0.24, 0.34, 0.02, 0.48, 0.22, 0.29, 0.36, 0.06, 0.49, 0.56, 0.50, 0.47]
}